Molecular formula: C18H15Br4N6O2PPd
Method: DFT, the ωB97M-V functional and the def2-TZVPD basis

```
47
Properties=species:S:1:pos:R:3:forces:R:3
Pd 0.81984 0.22973 -0.42817 0.1 0.2 -0.2
C -0.31342 -0.26527 4.91928 -0.1 0.1 0.0
N 0.37044 0.04265 3.69576 -0.1 0.0 -0.3
C 1.50600 0.81909 3.57101 0.1 0.0 0.0
C 1.78894 0.85683 2.24806 0.1 0.1 0.1
N 0.83644 0.15856 1.55101 -0.3 -0.1 1.0
C -0.03713 -0.35810 2.43895 0.5 0.2 -0.1
P -1.50326 -1.35542 2.29117 -0.3 -0.1 0.4
C -1.95735 1.37234 0.10376 -0.4 0.0 0.1
N -0.73489 1.46030 -0.44962 -0.2 0.5 0.0
C -0.52331 2.71628 -0.98460 0.0 0.2 0.0
C -1.63021 3.46373 -0.76250 0.0 0.0 0.0
N -2.50388 2.62433 -0.09484 0.2 -0.1 -0.2
C -3.81150 3.02357 0.33792 -0.1 0.0 0.1
C -1.36349 -2.03371 0.63749 0.2 -0.2 -0.4
N -0.36041 -2.03026 -0.23209 -0.2 -0.4 0.3
C -0.73873 -2.82725 -1.27555 -0.1 0.1 -0.1
C -1.99402 -3.31404 -1.07141 0.0 -0.1 0.0
N -2.38805 -2.81456 0.15516 0.1 0.1 -0.1
C -3.66587 -3.01515 0.78252 0.0 0.1 0.0
H 0.40653 -0.51959 5.70010 0.0 0.0 0.0
H -0.97029 -1.11553 4.72790 0.1 0.0 0.1
H -0.93159 0.57461 5.25264 0.0 0.0 0.0
H 2.00175 1.25292 4.42264 0.0 0.0 0.0
H 2.62680 1.31305 1.74984 -0.1 0.0 -0.1
H 0.38213 2.98860 -1.50090 0.0 -0.1 0.0
H -1.87894 4.48134 -1.02123 0.0 0.0 0.0
H -4.17899 3.83780 -0.29112 0.0 0.0 0.0
H -3.81350 3.37005 1.37770 0.0 0.0 0.0
H -4.49671 2.17981 0.26230 0.0 0.0 0.0
H -0.08290 -2.99324 -2.11660 0.0 0.1 0.0
H -2.62817 -3.96819 -1.64729 0.0 0.0 0.0
H -4.09111 -3.96366 0.45114 0.0 0.0 0.0
H -4.35773 -2.20355 0.53857 0.0 0.0 0.0
H -3.53201 -3.03260 1.86472 -0.1 -0.1 0.0
Br 6.78733 -0.52336 -3.79855 0.0 0.0 0.0
C 4.94909 -0.26915 -3.38866 0.0 0.0 -0.1
C 4.05874 0.12732 -4.36750 0.1 0.0 0.0
Br 4.65189 0.45482 -6.14291 0.0 0.0 0.0
C 2.71253 0.31685 -4.02237 -0.2 0.0 0.0
Br 1.43155 0.85977 -5.32159 0.0 0.0 0.1
C 2.21070 0.13778 -2.72710 0.4 0.0 -0.5
O 0.96642 0.36956 -2.43749 0.3 -0.1 0.2
C 3.13421 -0.32830 -1.70932 0.4 -0.2 -0.3
O 2.71937 -0.58636 -0.51070 -0.3 0.2 -0.2
C 4.47468 -0.48797 -2.08748 0.0 -0.1 0.2
Br 5.65207 -1.02651 -0.69002 -0.1 0.0 -0.1
```
Positions in Å, forces in eV/Å.

For the total energy, the calculation gives -324883.1444 eV. The calculation puts the LUMO energy at 4.23 eV. As for the molar mass: 804.368 g/mol. The energy above the lowest of the compared OMol25 structures with the same formula, charge and spin is 2.7 kcal/mol. For the HOMO-LUMO gap, the calculation gives 4.568 eV. The net charge is -2.


Molecular formula: C18H15Cl2N6NiOS3
Method: DFT, the ωB97M-V functional and the def2-TZVPD basis

```
46
Properties=species:S:1:pos:R:3:forces:R:3
Ni 0.07475 -0.73917 0.19856 0.3 -0.1 1.2
N 1.20213 0.93643 3.10841 0.1 0.2 0.5
C 0.46568 -0.17445 3.28316 -0.9 -1.3 -1.6
N -0.00483 -0.90602 2.23372 0.4 0.7 2.6
C -0.80332 -1.94176 2.70675 0.7 1.0 2.9
C -0.92559 -2.00240 4.09892 -0.2 -0.4 -2.6
S -0.03486 -0.76251 4.84893 0.3 0.5 -0.6
C -1.39927 -2.77318 1.72020 -1.6 -1.9 -1.2
C -2.24505 -3.86441 1.89091 1.6 1.9 0.5
S -2.69929 -4.53460 0.39877 0.3 0.3 -0.6
C -1.77214 -3.31775 -0.43197 0.7 1.2 1.5
N -1.12983 -2.43088 0.38832 -1.6 -1.8 -0.9
N -1.73472 -3.26129 -1.76466 0.1 0.2 -0.2
H 1.64733 1.08906 2.21396 0.1 -0.1 0.1
H 1.62506 1.35701 3.92657 0.0 0.0 -0.4
H -1.52372 -2.72574 4.62122 0.1 0.0 0.3
H -2.55670 -4.25306 2.84105 -0.1 -0.2 0.0
H -2.23232 -3.94612 -2.31111 0.2 0.2 -0.1
H -1.20321 -2.51420 -2.19776 -0.2 -0.4 -0.1
Cl 0.12747 -0.49613 -2.04609 -0.4 0.2 -1.3
C 1.80512 -0.60007 -2.53002 0.8 -0.1 -0.3
C 2.10347 -0.63018 -3.88381 0.6 -0.2 0.2
C 3.45017 -0.74078 -4.26853 -0.5 0.1 0.5
C 4.45234 -0.77888 -3.30245 -0.7 0.1 0.9
C 4.11999 -0.73023 -1.93394 -1.1 0.0 -1.2
Cl 5.35875 -0.78234 -0.76727 0.4 0.0 0.3
C 2.75756 -0.65919 -1.51304 1.0 0.1 -0.8
S 2.36129 -0.67276 0.15465 -0.5 0.1 1.0
H 1.29938 -0.59716 -4.60353 0.1 0.0 -0.1
H 3.70976 -0.79019 -5.31406 0.0 0.0 -0.1
H 5.49538 -0.83956 -3.56298 0.1 0.0 -0.2
N 0.58136 4.66923 -0.45285 -0.6 -0.3 0.2
C -0.76092 4.62046 -0.20901 -0.4 3.6 -0.4
O -1.44996 5.67782 -0.22916 1.5 -3.0 0.1
C -1.36535 3.30253 0.07317 -1.2 -0.5 0.3
C -2.76000 3.26303 0.30435 0.8 -0.2 -0.2
C -3.35480 2.04529 0.56759 0.6 -0.5 0.1
C -2.57510 0.88034 0.60080 1.1 1.0 -0.4
N -1.23503 0.90915 0.36321 -0.7 0.8 -0.2
C -0.65226 2.11948 0.11716 -0.9 -0.7 0.2
H 0.98720 5.57838 -0.63789 -0.1 -0.3 0.0
H 1.14511 3.83361 -0.45942 0.1 0.5 -0.1
H -3.32048 4.18855 0.25030 0.1 0.0 0.0
H -4.40696 1.95896 0.76262 -0.3 0.1 0.0
H -3.03907 -0.07667 0.79738 0.2 -0.1 0.0
H 0.41546 2.11235 -0.05116 0.0 -0.3 0.0
```
Positions in Å, forces in eV/Å.

For the total energy, the calculation gives -128488.6625 eV. The calculation puts the LUMO energy (alpha / beta) at -2.90 / -3.02 eV. As for the molar mass: 557.159 g/mol. The energy above the lowest of the compared OMol25 structures with the same formula, charge and spin is 0.0 kcal/mol. Its spin multiplicity is 3. For the HOMO-LUMO gap (alpha / beta), the calculation gives 7.701 / 7.672 eV. The net charge is +1. The expectation value of S² is 2.0080.


Molecular formula: C18H15ClTb
Method: DFT, the ωB97M-V functional and the def2-TZVPD basis

```
35
Properties=species:S:1:pos:R:3:forces:R:3
C -0.91393 2.36866 -1.77459 0.0 0.8 -0.7
C -2.19885 2.69404 -1.28961 -0.4 0.7 -1.4
C -3.08966 1.69682 -1.74893 -0.7 0.9 -1.6
H -2.44326 3.53132 -0.65764 0.0 0.1 0.1
C -2.34802 0.74043 -2.47713 -0.5 0.8 -1.3
C -1.00335 1.17483 -2.49812 0.1 0.2 -0.9
H -0.17453 0.61953 -2.89652 0.1 -0.1 -0.1
H -0.00381 2.88217 -1.52504 0.1 0.0 0.0
H -4.14791 1.66081 -1.55915 -0.1 0.0 0.0
H -2.72419 -0.17285 -2.90674 -0.1 -0.1 -0.1
Tb -1.65154 0.64006 -0.20635 4.0 -1.4 0.8
Cl 0.21796 1.72439 1.03104 0.8 2.1 1.4
C -2.04639 -0.49851 1.83111 -0.8 -0.6 1.5
C -2.80223 -1.19107 0.86012 -0.5 -0.5 1.0
C -3.80634 -0.32892 0.39968 -0.9 -0.3 0.4
H -2.57436 -2.16621 0.47007 0.1 -0.2 0.0
C -3.68790 0.89700 1.10022 -0.8 -0.2 0.5
C -2.60922 0.78840 1.98893 -0.6 -0.7 1.2
H -2.21145 1.57417 2.60513 0.0 0.0 0.1
H -1.14026 -0.84909 2.29067 0.1 0.0 0.1
H -4.50986 -0.54492 -0.38764 -0.1 0.0 0.0
H -4.28657 1.77891 0.94271 -0.1 0.0 0.0
C 0.31948 -0.73133 -0.09221 -2.2 -0.7 -1.2
C 1.47836 -0.91565 0.13594 2.3 -0.2 0.3
C 2.85423 -1.15008 0.40578 -0.4 0.9 -0.1
C 3.84348 -0.14543 0.53817 0.7 -0.6 -0.1
C 5.18753 -0.53934 0.67654 -0.7 -0.6 -0.1
C 5.51398 -1.90641 0.68794 -0.3 0.2 0.0
C 4.50756 -2.87192 0.59758 0.3 0.4 0.0
C 3.18934 -2.48754 0.46951 0.8 -0.7 0.2
H 3.60733 0.91873 0.49063 -0.2 -0.4 0.0
H 5.97969 0.20172 0.74579 -0.1 0.0 0.0
H 6.54134 -2.23141 0.75852 0.2 0.1 0.0
H 4.72473 -3.92803 0.60015 0.3 -0.2 0.1
H 2.40862 -3.23330 0.39344 0.0 0.1 -0.1
```
Positions in Å, forces in eV/Å.

For the total energy, the calculation gives -53864.3500 eV. The calculation puts the LUMO energy (alpha / beta) at 2.70 / 2.70 eV. As for the molar mass: 425.696 g/mol. The energy above the lowest of the compared OMol25 structures with the same formula, charge and spin is 97.9 kcal/mol. Its spin multiplicity is 7. For the HOMO-LUMO gap (alpha / beta), the calculation gives 6.884 / 6.897 eV. The net charge is -1. The expectation value of S² is 12.6121.


Molecular formula: C18H15EuNO4S
Method: DFT, the ωB97M-V functional and the def2-TZVPD basis

```
40
Properties=species:S:1:pos:R:3:forces:R:3
Eu 0.00175 -0.39602 -1.53817 0.8 0.5 0.0
C 0.15612 0.60955 0.93485 -0.7 0.2 5.1
O -0.05908 0.80500 2.05516 1.3 -0.4 -3.9
C -1.71823 -1.19326 0.56077 -2.6 -0.7 4.0
O -2.21447 -1.33768 1.59303 1.8 0.4 -4.0
C 0.83260 -2.18726 0.31021 2.3 -2.8 3.4
O 1.28172 -2.82001 1.16267 -1.8 2.3 -3.2
C -1.32479 1.76844 -0.53635 -3.0 3.7 2.1
O -1.88382 2.54250 0.11787 2.2 -3.0 -2.7
C -0.95904 -1.20266 -4.08386 -0.6 -0.3 0.4
H -1.04030 -0.16494 -4.47671 0.0 -0.8 0.2
H 0.01008 -1.72786 -4.24566 -0.8 0.3 0.0
C -2.01607 -1.81960 -3.48820 0.5 0.3 -0.5
H -1.97128 -2.87759 -3.15338 0.1 0.8 -0.3
H -3.00494 -1.32442 -3.39171 0.8 -0.3 -0.1
N 2.07441 0.93088 -0.93035 -0.7 0.8 -0.6
S 3.61792 0.95116 -0.42432 1.4 0.3 0.7
C 4.18418 2.68866 -0.17426 0.2 0.5 -0.1
C 5.57537 2.94761 -0.04982 -0.3 -0.3 0.0
C 6.01918 4.22771 0.30634 -0.5 0.1 0.0
C 5.08896 5.25940 0.48425 -0.2 -0.1 0.1
C 3.72925 5.03013 0.27307 -0.1 -0.3 -0.1
C 3.27060 3.74599 -0.06082 0.3 -0.1 0.1
C 3.67361 0.38336 1.30101 -0.4 -0.1 0.1
C 3.90934 -0.97526 1.51738 0.3 0.2 -0.2
C 4.01114 -1.47195 2.81664 -0.2 0.0 0.0
C 3.86854 -0.61163 3.91070 -0.6 0.0 -0.2
C 3.61539 0.74770 3.68907 -0.3 -0.1 -0.3
C 3.48328 1.23347 2.38078 0.1 0.2 0.4
H 1.85653 1.89497 -1.23258 0.0 -0.4 0.2
H 6.33062 2.17498 -0.22823 -0.5 0.1 0.2
H 7.08023 4.45402 0.46019 -0.4 -0.4 -0.2
H 5.41421 6.24669 0.81423 0.0 -0.3 -0.2
H 2.99228 5.83157 0.38945 0.4 -0.3 -0.1
H 2.19704 3.60944 -0.21088 0.3 -0.1 0.1
H 4.02520 -1.61887 0.65212 0.2 -0.2 0.1
H 4.15497 -2.54343 2.97059 0.0 0.4 0.0
H 3.80028 -1.02192 4.92559 0.4 0.2 -0.4
H 3.45881 1.42942 4.52598 0.1 -0.2 -0.2
H 3.22634 2.27307 2.20275 0.2 0.0 0.2
```
Positions in Å, forces in eV/Å.

For the total energy, the calculation gives -58735.1806 eV. The calculation puts the LUMO energy (alpha / beta) at -7.58 / -7.54 eV. As for the molar mass: 493.352 g/mol. Its spin multiplicity is 8. For the HOMO-LUMO gap (alpha / beta), the calculation gives 6.977 / 7.031 eV. The net charge is +2. The expectation value of S² is 15.7594.


Molecular formula: C18H15N11O2Sc
Method: DFT, the ωB97M-V functional and the def2-TZVPD basis

```
47
Properties=species:S:1:pos:R:3:forces:R:3
Sc -0.02363 0.25414 -0.17483 -0.1 -0.3 0.2
O 1.88492 0.43863 -0.69570 0.1 0.1 -0.1
C 2.87791 0.89709 0.01072 0.3 0.0 0.2
C 3.77503 1.84236 -0.52877 -0.1 0.0 -0.1
C 4.84995 2.30122 0.19310 0.0 0.0 0.1
C 5.11143 1.82977 1.48720 0.0 0.0 -0.1
C 4.25496 0.90190 2.03313 0.1 0.0 0.0
C 3.13175 0.44553 1.33293 -0.1 -0.1 -0.1
C 2.27533 -0.54717 1.95203 0.0 -0.1 0.0
N 1.08497 -0.81261 1.57995 0.1 0.4 -0.2
C 0.36436 -1.93001 2.14476 0.0 -0.1 0.0
C 0.00450 -2.84755 0.98170 0.0 0.0 0.0
N -0.56487 -2.06639 -0.11260 0.0 0.1 0.0
C -1.42362 -2.65343 -0.85196 0.1 0.0 0.1
C -2.07669 -2.10429 -2.01693 0.0 0.0 -0.1
C -2.96926 -2.92611 -2.71891 0.0 0.0 0.0
C -3.60684 -2.49773 -3.85958 0.0 0.0 0.0
C -3.34799 -1.20355 -4.32786 0.0 -0.1 0.1
C -2.48017 -0.37416 -3.65941 0.1 0.1 0.0
C -1.82452 -0.79184 -2.48058 -0.1 0.0 -0.1
O -1.02310 0.02120 -1.86355 0.0 0.0 -0.2
H 3.55976 2.21824 -1.51997 0.0 0.0 0.0
H 5.50851 3.04439 -0.24048 0.0 0.0 0.0
H 5.96392 2.19427 2.04422 0.0 0.0 0.0
H 4.43430 0.51966 3.03321 0.0 0.0 0.0
H 2.70642 -1.11611 2.78590 0.0 0.0 0.0
H -0.55367 -1.56840 2.60679 0.0 0.0 0.0
H 0.96517 -2.47866 2.88058 0.0 0.0 0.0
H -0.68217 -3.63335 1.31226 0.0 0.0 0.0
H 0.92423 -3.31921 0.61761 0.0 0.0 0.0
H -1.70620 -3.68444 -0.60824 0.0 0.0 0.0
H -3.15565 -3.92636 -2.34110 0.0 0.0 0.0
H -4.29629 -3.14554 -4.38396 0.0 0.0 0.0
H -3.84370 -0.85596 -5.22644 0.0 0.0 0.0
H -2.27224 0.63146 -4.00176 0.0 0.0 0.0
N -1.81660 2.83272 1.75992 0.0 0.1 0.1
C -2.26046 1.54131 1.87053 0.0 -0.3 0.1
N -3.30127 1.20046 2.61568 0.0 0.2 -0.1
N -3.40316 -0.12871 2.45665 0.1 -0.1 0.1
N -2.47482 -0.56952 1.68729 -0.1 0.0 -0.1
N -1.70366 0.47981 1.27740 -0.1 0.1 0.1
C -0.86896 3.25820 0.86114 0.2 0.0 -0.2
N -0.58921 4.53024 0.65233 -0.1 0.0 0.1
N 0.39639 4.50419 -0.27014 0.0 0.0 -0.1
N 0.68498 3.29994 -0.59665 0.1 0.0 0.0
N -0.10747 2.45050 0.11378 -0.1 -0.1 0.2
H -2.38256 3.54386 2.18861 0.0 0.0 0.0
```
Positions in Å, forces in eV/Å.

For the total energy, the calculation gives -60102.6651 eV. The calculation puts the LUMO energy at 2.50 eV. As for the molar mass: 462.349 g/mol. The energy above the lowest of the compared OMol25 structures with the same formula, charge and spin is 0.0 kcal/mol. For the HOMO-LUMO gap, the calculation gives 7.566 eV. The net charge is -1.